{"formula": "C4H9NO2", "method": "ωB97M-V/def2-TZVPD", "total_charge": 0, "lumo_energy_ev": 0.8, "de_lowest_ev": 1.021, "homo_ev": -10.05, "total_energy_ha": -363.04801, "homo_lumo_gap_ev": 10.849, "smiles": "C[C@@H](CO)NC=O", "elements": ["C", "C", "C", "O", "N", "C", "O", "H", "H", "H", "H", "H", "H", "H", "H", "H"], "positions_angstrom": [[0.492, -0.585, -1.639], [0.070, -0.307, -0.200], [1.247, 0.295, 0.612], [1.497, -0.345, 1.841], [-1.099, 0.574, -0.227], [-1.876, 0.626, 0.884], [-1.540, 0.140, 1.949], [-0.273, -1.099, -2.232], [1.410, -1.178, -1.685], [0.707, 0.370, -2.125], [-0.215, -1.233, 0.292], [2.167, 0.182, 0.023], [1.059, 1.373, 0.728], [0.697, -0.773, 2.169], [-1.504, 0.810, -1.124], [-2.838, 1.150, 0.734]]}